Entry from the Open Molecules 2025 dataset: a cluster of 13 separate species, C63H165N12O21 in total (the ωB97M-V functional and the def2-TZVPD basis).

Values from the calculation:
LUMO level (eV): -3.98
Spin multiplicity: 1
F_max (eV Å⁻¹): 3.141
Net charge: +1
HOMO (eV): -7.287

XYZ file:
```
261
Properties=species:S:1:pos:R:3:forces:R:3:lowdin_charge:R:1
N 1.88825 5.30003 -5.08783 0.410 1.210 0.261 0.3505
H 1.56886 6.25808 -5.10301 -0.953 0.396 -0.311 0.1518
H 1.66851 4.82282 -5.95043 -0.163 -0.457 -0.482 0.1509
H 1.50566 4.86043 -4.26292 -0.238 -0.759 0.510 0.1537
H 2.87866 5.47101 -4.98808 0.768 -0.837 0.027 0.1531
N 2.84254 6.24927 1.31724 0.182 0.701 -0.825 0.3506
H 2.13491 6.92261 1.57406 -0.919 -0.164 1.141 0.1412
H 3.43327 6.84651 0.75648 0.893 -0.185 -0.382 0.1478
H 2.45300 5.52736 0.72800 -0.530 -0.713 -0.396 0.1431
H 3.37123 5.82365 2.06518 -0.021 0.062 0.652 0.1581
C 1.04180 0.79602 0.63189 -0.759 0.799 0.729 -0.1107
C 0.34566 1.31047 -0.65135 0.376 0.714 -1.326 -0.6998
C -1.12560 0.79503 -0.79074 1.470 -0.804 0.659 -0.0818
O 0.50657 2.63185 -0.99968 -0.059 0.985 0.870 -0.4311
H 1.89550 1.42660 0.88022 0.389 -0.177 -0.450 0.0411
H 1.30331 -0.25898 0.55004 0.190 0.024 -0.030 0.0594
H 0.42130 0.90145 1.52181 -0.443 -0.066 0.174 0.0511
H 0.95190 0.79893 -1.39894 -0.148 -1.040 -0.649 0.0815
H -1.39210 0.60733 -1.83086 -0.146 0.435 0.022 0.0539
H -1.87226 1.36103 -0.23375 0.130 0.291 -0.181 0.0609
H -1.04348 -0.18380 -0.31823 -0.578 -0.412 0.018 0.0486
C -2.57530 0.10961 6.33708 0.180 -0.682 0.520 -0.1160
O -2.21894 -0.39429 7.59764 0.504 0.356 1.820 -0.2128
C -2.68473 0.37057 8.72743 -0.004 -0.727 0.283 -0.2043
C -2.30692 -0.30426 10.07638 0.861 1.041 -0.800 -0.1931
N -0.85861 -0.24940 10.45308 -1.444 0.058 -0.280 -0.0608
C -0.67118 -1.10527 11.62503 0.617 0.043 -0.089 -0.2304
C 0.78248 -0.96502 12.14071 -0.374 -0.688 1.139 -0.1626
O 1.06817 -1.56275 13.45712 -0.651 0.474 -1.206 -0.2024
C 0.21534 -1.12576 14.51074 0.032 -0.977 -0.313 -0.1238
H -3.65047 -0.03878 6.23658 -0.159 0.422 -0.521 0.0880
H -2.02755 -0.53842 5.65289 -0.239 0.215 -0.327 0.0889
H -2.24622 1.14154 6.21487 -0.227 0.193 -0.133 0.0839
H -3.77406 0.40862 8.72728 -0.362 -0.189 -0.178 0.1111
H -2.39344 1.42013 8.68637 0.606 0.066 -0.122 0.1149
H -2.73833 -1.30478 10.04542 0.194 -0.374 0.084 0.1142
H -2.79996 0.24935 10.87546 -0.344 0.018 -0.098 0.1128
H -0.31501 -0.58288 9.66990 0.168 -0.206 -0.069 0.0970
H -0.86108 -2.14044 11.34136 0.146 -0.419 0.181 0.1183
H -1.44619 -0.87902 12.35734 0.196 0.404 0.123 0.1015
H 1.13588 0.06513 12.18548 -0.335 0.205 -0.219 0.1150
H 1.37322 -1.51711 11.40973 0.421 0.044 0.297 0.1148
H -0.81478 -1.44189 14.34641 -0.227 0.202 -0.214 0.0695
H 0.23900 -0.05371 14.70630 0.205 0.114 -0.045 0.0873
H 0.51513 -1.71279 15.37885 0.280 0.376 0.134 0.0865
C -13.82050 1.75976 1.18688 -0.529 0.287 -0.685 -0.1068
O -13.67069 1.45781 -0.19680 0.095 0.459 -0.263 -0.2040
C -14.45353 2.37177 -0.98879 -0.062 -0.466 -0.503 -0.2206
C -14.15764 2.15649 -2.49037 0.931 0.048 2.624 -0.2015
N -12.75993 2.60168 -2.76613 -2.021 -0.641 -0.431 -0.0456
C -12.51081 2.04620 -4.08552 1.964 1.439 -0.259 -0.2172
C -11.03821 2.35079 -4.53647 -1.109 -1.065 0.646 -0.2034
O -10.13823 1.66444 -3.68430 -0.372 -0.443 0.386 -0.1994
C -8.86604 1.62753 -4.25174 0.334 -0.621 -0.001 -0.1367
H -13.09101 1.20314 1.77520 0.119 0.332 -0.189 0.0900
H -14.81703 1.52072 1.55821 -0.270 -0.457 -0.086 0.0803
H -13.79661 2.84663 1.26593 0.702 0.124 0.588 0.0782
H -14.22805 3.40932 -0.74233 -0.039 0.111 0.357 0.1158
H -15.48992 2.11013 -0.77536 -0.344 0.432 -0.090 0.1193
H -14.88720 2.64860 -3.13355 0.105 -0.039 0.062 0.1220
H -14.22506 1.06879 -2.51202 -0.180 -0.309 -0.921 0.1125
H -12.21137 2.12230 -2.06657 0.444 -0.114 -0.012 0.0987
H -13.18796 2.53981 -4.78259 0.051 0.241 -0.140 0.1134
H -12.78111 0.99256 -4.15535 0.532 -0.398 -0.018 0.1141
H -10.71112 3.38736 -4.45495 -0.765 0.411 -0.422 0.1209
H -10.96897 1.96792 -5.55466 0.348 0.129 -0.311 0.1119
H -8.53158 2.62452 -4.53851 0.157 0.118 -0.155 0.0848
H -8.87648 0.94679 -5.10297 0.080 0.182 -0.511 0.0853
H -8.14733 1.17886 -3.56598 -0.165 0.243 0.338 0.0879
C -8.44011 9.34540 4.88635 0.382 -0.014 0.201 -0.0920
O -7.72586 8.52758 3.96350 -1.123 -0.026 0.765 -0.1918
C -6.99537 9.27057 3.03393 0.329 -0.703 -0.835 -0.2305
C -6.60136 8.28910 1.91409 1.163 -0.397 -0.528 -0.1964
N -5.72520 7.21612 2.46506 -0.246 0.749 -1.146 -0.0632
C -5.41247 6.12791 1.49192 -2.069 -0.748 1.334 -0.1544
C -6.68947 5.22227 1.12846 0.897 1.133 1.093 -0.1981
O -7.22093 4.77892 2.36146 0.973 0.511 1.001 -0.2048
C -8.41489 4.11205 2.19447 -0.614 -1.159 -0.550 -0.1382
H -8.72919 10.29254 4.43088 -0.206 0.005 -0.170 0.0800
H -7.82989 9.59582 5.75413 0.300 0.009 0.077 0.0839
H -9.32374 8.84293 5.27983 0.057 -0.242 -0.376 0.0882
H -6.10067 9.66944 3.51195 0.351 0.061 -0.056 0.1203
H -7.58481 10.12257 2.69515 -0.098 0.014 -0.420 0.1131
H -6.05707 8.74209 1.08545 0.535 0.772 0.337 0.1066
H -7.40180 7.87247 1.30269 -1.002 -0.053 0.769 0.1007
H -6.22817 6.90068 3.28214 0.152 -0.790 0.000 0.0853
H -4.76568 5.43404 2.02887 0.290 0.070 -0.175 0.1034
H -4.90458 6.50505 0.60427 -0.141 0.120 0.052 0.1044
H -6.39875 4.34206 0.55503 0.024 0.123 -0.482 0.1171
H -7.49397 5.80256 0.67664 0.179 0.037 -0.721 0.1014
H -9.18483 4.75351 1.76569 -0.184 0.085 -0.089 0.0900
H -8.80492 3.62962 3.09071 0.337 0.592 0.451 0.0907
H -8.23785 3.25956 1.53873 -0.254 -0.147 -0.533 0.0849
C 11.48223 2.05377 -12.72191 -0.957 0.927 -0.245 -0.1495
O 10.98398 1.25696 -11.71128 0.334 -1.838 1.382 -0.2152
C 11.41630 -0.12567 -11.85878 -0.727 0.418 1.324 -0.1812
C 11.25875 -0.90424 -10.51461 -0.649 1.037 -1.269 -0.1938
N 9.84110 -0.86687 -10.08869 0.863 -0.020 -0.543 -0.0616
C 9.64093 -1.25381 -8.71140 -1.216 -0.073 -0.398 -0.2030
C 8.16109 -1.21996 -8.30478 0.308 -1.229 0.191 -0.2651
O 7.79275 0.06735 -8.05745 -1.324 2.802 0.509 -0.1959
C 6.39759 0.30896 -7.82752 0.812 0.811 -0.215 -0.0937
H 10.97470 3.00443 -12.55834 0.267 0.284 -0.223 0.0884
H 11.12315 1.67759 -13.67985 0.450 -0.015 -0.431 0.0885
H 12.55937 2.21462 -12.67730 0.169 -0.229 -0.154 0.0895
H 12.48021 -0.10937 -12.09529 -0.033 -0.289 -0.491 0.1157
H 10.74561 -0.55327 -12.60406 0.442 -0.316 -0.356 0.1211
H 12.01571 -0.47210 -9.86010 -0.292 0.334 0.724 0.1101
H 11.60030 -1.92811 -10.66673 -0.267 -0.194 -0.160 0.1132
H 9.45901 0.05289 -10.25647 0.146 0.222 0.008 0.1007
H 10.11928 -0.54249 -8.03812 0.546 -0.391 0.449 0.1219
H 9.96718 -2.29251 -8.65870 0.353 0.106 0.606 0.1231
H 8.01839 -1.71834 -7.34595 0.167 -0.949 -0.049 0.1215
H 7.48768 -1.62320 -9.06109 0.160 -0.564 -0.255 0.1231
H 5.80473 0.03552 -8.70035 -0.066 -0.018 -0.091 0.0822
H 6.34176 1.37957 -7.63060 -0.050 0.168 -0.516 0.0782
H 5.91420 -0.07804 -6.93049 0.542 -0.976 0.195 0.0812
C 12.56074 3.15509 2.17240 -0.524 0.180 -0.820 -0.1044
O 11.80986 2.69129 1.02449 0.727 -0.374 0.584 -0.1961
C 11.64261 1.26207 1.04630 -0.333 1.058 -0.086 -0.2191
C 10.85177 0.70487 -0.15704 0.895 0.935 0.283 -0.2053
N 9.56438 1.36472 -0.42676 0.360 -0.712 1.072 -0.0506
C 8.69809 0.55632 -1.28524 -1.117 -0.059 -0.021 -0.2077
C 7.57646 -0.15661 -0.50517 1.413 -0.760 0.164 -0.2149
O 8.16413 -1.34698 0.05699 -1.323 -0.137 0.760 -0.2041
C 7.18936 -2.18833 0.74017 0.740 0.203 -0.592 -0.0851
H 12.73482 4.22300 2.04068 -0.135 -0.038 -0.165 0.0817
H 13.54203 2.69377 2.28354 0.014 -0.356 -0.199 0.0820
H 12.00556 3.03226 3.10234 -0.176 -0.234 0.069 0.0795
H 11.18143 1.02232 2.00439 -0.459 -0.281 0.117 0.1137
H 12.61295 0.76598 1.06736 0.242 -0.062 -0.172 0.1169
H 10.73039 -0.33676 0.14024 -0.003 -0.406 -0.546 0.1127
H 11.47325 0.84238 -1.04189 0.099 -0.430 -0.050 0.1200
H 9.16513 1.26374 0.49547 -0.639 0.697 0.284 0.0853
H 9.28480 -0.16094 -1.85918 -0.117 -0.062 -0.065 0.1198
H 8.14503 1.19686 -1.97221 0.310 0.262 -0.330 0.1008
H 6.69411 -0.39808 -1.09783 0.057 -0.147 -0.350 0.1153
H 7.24717 0.53227 0.27272 -0.178 0.028 0.380 0.1129
H 6.46252 -2.56282 0.01937 -0.190 0.110 -0.049 0.0818
H 6.67694 -1.70357 1.57116 0.000 0.420 -0.092 0.0812
H 7.69381 -3.05798 1.16128 0.309 0.169 -0.175 0.0834
C 1.43910 5.72312 6.03532 2.176 0.799 1.031 -0.1112
O 1.30620 7.13819 6.00683 -0.607 -0.909 -0.848 -0.1870
C 0.00047 7.49195 5.64235 -0.222 1.304 0.342 -0.2469
C 0.01106 8.87861 5.02718 -0.393 -0.332 0.169 -0.1878
N 0.07109 8.79522 3.54579 0.847 -0.706 1.687 -0.0738
C 0.40629 10.06457 2.98227 -0.683 0.624 -1.832 -0.2334
C 1.83795 10.58040 3.13181 -0.939 -0.575 -0.002 -0.2616
O 1.81537 11.71674 3.91942 0.975 -0.053 0.576 -0.1847
C 3.10164 11.95263 4.49514 -1.351 1.133 0.836 -0.0909
H 0.82129 5.20076 6.76577 -0.464 0.155 -0.216 0.0950
H 2.45449 5.71354 6.43154 0.180 -0.992 0.001 0.0879
H 1.45957 5.24463 5.05618 -0.486 0.078 -0.167 0.0783
H -0.59551 7.54350 6.55353 -0.340 -0.314 0.064 0.1261
H -0.44207 6.79791 4.92781 -0.040 -0.240 0.019 0.1193
H 0.78563 9.48672 5.49445 0.560 -0.219 -0.474 0.1242
H -0.87910 9.40149 5.37691 -0.494 0.111 -0.330 0.1203
H -0.88430 8.59361 3.28754 -0.043 -0.210 -0.380 0.1104
H -0.34640 10.78103 3.31129 0.416 0.778 0.176 0.1257
H 0.20578 9.94867 1.91716 0.003 0.137 -0.297 0.1072
H 2.29272 10.85888 2.18117 -0.014 -0.279 -0.441 0.1163
H 2.43371 9.78882 3.58630 0.250 -0.234 0.176 0.1113
H 3.37600 11.17844 5.21170 0.056 -0.304 -0.147 0.0875
H 2.84918 12.84562 5.06693 0.861 0.178 0.122 0.0954
H 3.91017 12.14626 3.79025 -0.124 -0.067 -0.265 0.0886
C 4.41818 2.36992 -11.40016 -0.635 0.594 0.871 -0.0688
O 3.07072 2.89386 -11.14203 1.789 0.070 0.314 -0.2139
C 3.11619 4.12747 -10.36402 -2.003 -0.692 -1.712 -0.1933
C 1.59202 4.45327 -10.18104 1.770 -0.882 0.316 -0.1961
N 1.04492 3.41416 -9.28088 0.088 1.423 -0.286 -0.0637
C -0.38520 3.48617 -9.28316 -1.618 -0.657 1.395 -0.2375
C -1.01328 2.31420 -8.43354 0.158 0.454 -2.896 -0.1816
O -0.34644 1.11624 -8.83383 0.517 0.734 0.339 -0.1879
C -0.90141 -0.00857 -8.25742 -0.784 -1.597 0.709 -0.1462
H 5.01095 3.01781 -12.04589 -0.243 0.211 -0.186 0.0829
H 4.42116 1.36417 -11.82035 -0.611 0.167 -0.021 0.0875
H 4.93339 2.32635 -10.44060 0.179 -0.131 0.104 0.0679
H 3.59229 4.89974 -10.96819 0.174 0.140 0.048 0.1144
H 3.62206 4.02664 -9.40380 0.051 -0.275 0.076 0.1065
H 1.07540 4.39463 -11.13904 0.217 0.160 -0.329 0.1168
H 1.52246 5.48227 -9.82832 -0.380 -0.069 0.490 0.1068
H 1.26919 2.54023 -9.73481 0.331 -0.357 0.145 0.0973
H -0.87927 3.54094 -10.25320 0.358 -0.707 -0.676 0.1132
H -0.78068 4.42097 -8.88586 0.406 0.290 0.665 0.1068
H -1.99062 2.16229 -8.89164 -0.692 0.473 0.806 0.1184
H -1.05612 2.55265 -7.37080 0.246 -0.483 0.172 0.1150
H -0.87535 0.02123 -7.16813 0.430 -0.051 0.223 0.0897
H -0.47947 -0.94227 -8.62925 0.923 0.355 0.074 0.0921
H -1.94548 -0.24374 -8.46408 -0.629 0.940 -0.460 0.0842
C -4.19432 -14.56551 4.73607 0.388 0.520 1.102 -0.1136
O -3.32659 -13.45404 4.56440 -0.232 0.453 -0.631 -0.1929
C -2.94014 -13.34680 3.20747 1.247 -0.309 -0.870 -0.2390
C -1.75646 -12.38373 2.90477 -0.959 0.191 1.153 -0.1890
N -2.15298 -11.03350 2.45990 -0.456 -0.905 -0.752 -0.0815
C -2.90946 -10.24579 3.43655 1.107 0.020 -0.343 -0.1902
C -3.18395 -8.81327 2.93278 -1.097 -1.222 0.486 -0.2575
O -2.05820 -8.02167 2.96746 1.736 0.677 0.230 -0.1962
C -1.98515 -6.95152 2.02006 -0.512 -1.028 0.402 -0.0787
H -5.08179 -14.48651 4.10818 -0.128 -0.043 0.106 0.0899
H -4.40497 -14.54006 5.80522 -0.631 0.023 -0.111 0.0883
H -3.70927 -15.53274 4.60454 0.313 -0.034 -0.582 0.0832
H -3.70901 -13.09210 2.47804 -0.760 0.141 0.368 0.1211
H -2.62882 -14.35980 2.95252 0.309 -0.148 -0.446 0.1071
H -1.11127 -12.85360 2.16244 -0.122 0.184 -0.112 0.1127
H -1.20081 -12.31535 3.84001 0.394 -0.093 0.293 0.1097
H -1.29430 -10.55525 2.22742 -0.049 0.324 -0.011 0.1001
H -2.29105 -10.26308 4.33397 -0.184 0.665 0.636 0.1169
H -3.84292 -10.73254 3.71906 -0.094 -0.069 -0.359 0.1165
H -3.95703 -8.42610 3.59651 -0.190 0.386 0.193 0.1152
H -3.63897 -8.85411 1.94314 0.116 -0.154 -0.330 0.1209
H -1.16567 -6.28025 2.27687 -0.096 -0.186 0.186 0.0853
H -2.93857 -6.42386 2.04583 0.035 0.309 -0.303 0.0853
H -1.79460 -7.40249 1.04619 -0.129 0.304 -0.307 0.0865
C 0.68158 -5.61157 -4.77500 -0.411 -0.919 0.405 -0.0855
O -0.25440 -6.61115 -4.29618 0.337 1.151 0.091 -0.1930
C -0.50809 -7.60345 -5.25331 -1.017 -0.061 -0.667 -0.2593
C -1.55337 -8.57496 -4.71317 -0.348 -0.553 0.263 -0.1910
N -1.91019 -9.73841 -5.55210 1.309 -0.160 -0.095 -0.0624
C -2.57388 -9.40217 -6.79126 -0.384 0.331 0.170 -0.2296
C -2.79945 -10.56485 -7.71700 0.257 -0.899 0.045 -0.2382
O -3.68619 -11.50950 -7.14546 -0.531 -0.963 0.739 -0.1878
C -3.80664 -12.69432 -7.93299 0.523 0.882 -1.595 -0.1071
H 1.67084 -6.05844 -4.67631 0.276 0.372 -0.001 0.0844
H 0.57286 -4.69153 -4.20070 0.045 -0.344 0.370 0.0839
H 0.53957 -5.31047 -5.81292 -0.324 -0.356 -0.250 0.0777
H 0.40320 -8.13916 -5.51913 0.111 -0.074 -0.278 0.1293
H -0.97656 -7.09963 -6.09877 0.454 -0.031 -0.649 0.1086
H -2.49653 -8.06297 -4.52241 0.115 0.683 0.431 0.1161
H -1.10506 -8.90282 -3.77528 -0.456 -0.390 0.156 0.1204
H -2.48778 -10.38838 -5.03826 0.103 0.038 0.195 0.1086
H -1.94726 -8.67492 -7.30756 -0.179 0.050 -0.202 0.1152
H -3.55464 -8.96953 -6.59371 -0.303 0.510 -0.053 0.1210
H -1.83371 -11.04437 -7.87678 0.226 -0.158 -0.254 0.1214
H -3.22419 -10.26699 -8.67563 0.132 0.401 -0.199 0.1226
H -2.82902 -13.08564 -8.21448 0.323 -0.332 0.608 0.0812
H -4.18112 -12.42104 -8.91949 -0.403 0.310 -0.293 0.0753
H -4.47558 -13.50135 -7.63412 0.144 0.512 1.070 0.0882
C 1.55644 -6.64419 10.02254 -0.036 0.599 1.138 -0.1213
O 1.15815 -5.38117 9.50374 -0.555 -1.251 -1.340 -0.1832
C 1.07551 -5.54348 8.07791 0.335 1.010 0.051 -0.2280
C 1.10469 -4.16860 7.45811 0.161 0.390 -0.176 -0.2274
N 2.41706 -3.54818 7.41970 0.206 -0.188 -0.477 -0.0627
C 2.38062 -2.24850 6.71655 1.440 -1.008 1.064 -0.2002
C 3.75542 -1.60043 6.73890 0.483 0.839 1.537 -0.1941
O 4.04215 -1.10660 8.10112 -0.788 0.026 -1.187 -0.2245
C 5.28973 -0.42010 8.20757 -0.788 -1.552 -0.291 -0.1111
H 2.63475 -6.68516 9.86866 0.107 -0.541 0.449 0.0915
H 1.07940 -7.54746 9.64223 -0.216 0.243 -0.852 0.0844
H 1.22270 -6.65100 11.06016 0.697 0.137 0.270 0.0870
H 0.17606 -6.07219 7.76237 -0.269 -0.072 0.295 0.1224
H 1.92628 -6.11652 7.70925 0.245 -0.100 0.028 0.1185
H 0.47135 -3.51490 8.05783 -0.816 -0.044 -0.151 0.1167
H 0.77486 -4.21396 6.42020 -0.421 -0.053 0.038 0.1192
H 2.74213 -3.49642 8.37456 0.284 0.545 0.038 0.1075
H 1.70409 -1.53206 7.18251 -0.419 0.128 -0.125 0.1151
H 2.11694 -2.45205 5.67870 -0.215 0.141 0.002 0.1193
H 3.74689 -0.76216 6.04224 0.094 0.282 -0.068 0.1104
H 4.60803 -2.23853 6.50658 -0.284 -0.461 -0.393 0.1157
H 5.32212 0.48293 7.59799 -0.104 0.352 0.310 0.0794
H 6.03831 -1.10555 7.81025 0.549 0.084 0.105 0.0767
H 5.42411 -0.30834 9.28347 0.263 0.528 -0.251 0.0911
```
Forces are in eV/Å.